{"formula": "C31H42AuF3N10S", "method": "wB97M-V/def2-TZVPD", "total_charge": 2, "orbital_gap_ev": 7.249, "e_above_lowest_kj_mol": 0.0, "energy_ha": -2587.0917, "lumo_ev": -5.489, "multiplicity": 1, "elements": ["Au", "C", "N", "C", "C", "N", "C", "C", "C", "C", "C", "C", "C", "C", "C", "N", "C", "N", "C", "C", "N", "C", "C", "C", "N", "C", "C", "H", "H", "H", "H", "H", "H", "H", "H", "H", "H", "H", "H", "H", "H", "H", "H", "H", "H", "H", "H", "H", "H", "H", "H", "H", "H", "H", "H", "H", "H", "F", "C", "F", "F", "N", "C", "N", "C", "C", "C", "C", "C", "C", "H", "H", "H", "H", "H", "H", "S", "C", "N", "C", "C", "N", "H", "H", "H", "H", "H", "H"], "coordinates": [[0.088150, -0.031135, 0.016715], [-5.024101, 1.785591, 0.921108], [-3.984661, 1.095875, 0.165252], [-4.330152, 0.764950, -1.202244], [-2.757666, 0.889114, 0.683646], [-1.659071, 0.993288, -0.072250], [-1.632185, 1.795814, -1.255577], [-1.979063, 3.116536, -1.156702], [-1.931460, 3.970177, -2.273098], [-1.488724, 3.490227, -3.468761], [-1.083954, 2.138858, -3.605562], [-0.599770, 1.677098, -4.853778], [-0.186774, 0.386797, -5.009724], [-0.257597, -0.503069, -3.924591], [-0.756478, -0.109412, -2.709099], [-0.816272, -1.050262, -1.639363], [-1.393443, -2.238061, -1.793123], [-2.286599, -2.535845, -2.764092], [-2.378833, -3.896859, -3.295371], [-3.095533, -1.598037, -3.530919], [-1.089411, -3.246098, -0.936153], [0.279969, -3.605907, -0.615821], [-2.107598, -4.147523, -0.415551], [-1.163782, 1.251556, -2.497540], [-2.690006, 0.557372, 1.985871], [-3.695516, -0.302281, 2.596591], [-1.708172, 1.113284, 2.906381], [-5.417746, 2.596619, 0.306353], [-4.611541, 2.214100, 1.829834], [-5.846412, 1.115534, 1.177667], [-5.333605, 0.337297, -1.212217], [-3.634045, 0.018928, -1.564992], [-4.309746, 1.637057, -1.860093], [-2.281846, 3.504004, -0.191299], [-2.221886, 5.006289, -2.167489], [-1.424178, 4.137543, -4.333634], [-0.553974, 2.375756, -5.679041], [0.198394, 0.042780, -5.960063], [0.084274, -1.525037, -4.040524], [-1.557420, -4.508069, -2.937838], [-2.322032, -3.843679, -4.383149], [-3.325359, -4.366787, -3.024172], [-2.994364, -0.581159, -3.180623], [-4.141920, -1.902599, -3.469281], [-2.789028, -1.614498, -4.578761], [0.969389, -3.016742, -1.215880], [0.427271, -4.662237, -0.857764], [0.497870, -3.475438, 0.444291], [-3.098165, -3.745759, -0.616930], [-1.975641, -4.222816, 0.664521], [-2.033045, -5.147406, -0.850347], [-4.276771, -0.807096, 1.829458], [-4.367965, 0.257463, 3.250374], [-3.175663, -1.058749, 3.185711], [-1.324367, 2.050082, 2.521025], [-0.893423, 0.416095, 3.093422], [-2.216755, 1.318360, 3.849563], [0.439681, 2.524552, 1.273663], [1.089726, 1.359741, 1.172162], [1.361862, 0.920098, 2.414964], [2.262651, 1.636195, 0.581339], [3.686564, -2.100562, 0.455183], [2.468113, -1.709417, 0.841156], [1.904350, -0.951213, -0.076794], [2.819363, -0.809342, -1.122090], [2.764204, -0.065489, -2.297657], [3.864465, -0.127650, -3.125766], [4.993914, -0.897264, -2.798794], [5.064580, -1.616377, -1.624840], [3.952663, -1.549329, -0.792530], [4.303789, -2.683383, 0.997382], [1.992312, -1.992210, 1.769300], [1.907973, 0.547893, -2.543153], [3.867137, 0.440636, -4.045849], [5.834230, -0.912250, -3.478798], [5.941452, -2.192470, -1.363404], [-0.498515, -2.305358, 2.573808], [-0.532178, -2.241504, 4.260237], [-1.308693, -2.990735, 5.046672], [-1.119812, -2.717655, 6.471490], [0.076362, -1.742701, 6.459001], [0.197759, -1.424074, 5.034203], [-1.898587, -3.712944, 4.673535], [-0.900272, -3.630818, 7.020100], [-2.013671, -2.261682, 6.896480], [0.988655, -2.210687, 6.828940], [-0.118894, -0.847342, 7.044356], [0.952045, -0.885108, 4.646375]], "atomic_forces_ev_per_a": [[0.1, 0.1, 0.0], [0.0, 0.0, 0.0], [0.0, 0.0, 0.0], [0.0, 0.0, 0.0], [0.0, 0.0, 0.0], [0.1, 0.0, -0.1], [0.0, 0.1, 0.0], [0.0, -0.1, 0.0], [0.0, 0.0, 0.0], [0.0, 0.0, 0.0], [0.0, 0.0, 0.0], [0.0, 0.0, 0.0], [0.0, 0.0, 0.0], [0.0, 0.0, 0.0], [0.0, 0.0, 0.0], [0.0, 0.0, 0.1], [0.0, 0.0, -0.1], [0.0, 0.0, 0.0], [0.0, 0.0, 0.0], [0.0, 0.0, 0.0], [0.0, 0.0, 0.1], [0.1, 0.0, -0.1], [0.0, 0.0, 0.0], [0.0, 0.0, 0.0], [-0.1, 0.1, 0.0], [0.0, 0.0, 0.0], [0.0, -0.1, 0.0], [0.0, 0.0, 0.0], [0.0, 0.0, 0.0], [0.0, 0.0, 0.0], [0.0, 0.0, 0.0], [0.0, 0.0, 0.0], [0.0, 0.0, 0.0], [0.0, 0.0, 0.0], [0.0, 0.0, 0.0], [0.0, 0.0, 0.0], [0.0, 0.0, 0.0], [0.0, 0.0, 0.0], [0.0, 0.0, 0.0], [0.0, 0.0, 0.0], [0.0, 0.0, 0.0], [0.0, 0.0, 0.0], [0.0, 0.0, 0.0], [0.0, 0.0, 0.0], [0.0, 0.0, 0.0], [0.0, 0.0, 0.0], [0.0, 0.0, 0.0], [0.0, 0.0, 0.0], [0.0, 0.0, 0.0], [0.0, 0.0, 0.0], [0.0, 0.0, 0.0], [0.0, 0.0, 0.0], [0.0, 0.0, 0.0], [0.0, 0.0, 0.0], [0.0, 0.0, 0.0], [0.0, 0.0, 0.0], [0.0, 0.0, 0.0], [0.0, -0.1, 0.0], [0.0, 0.0, -0.1], [0.0, 0.1, -0.1], [-0.1, 0.0, 0.1], [0.0, 0.0, 0.0], [0.0, 0.0, 0.0], [0.0, 0.0, 0.0], [0.0, 0.0, 0.0], [0.0, 0.0, 0.0], [0.0, 0.0, 0.0], [0.0, 0.0, 0.0], [0.0, 0.0, 0.0], [0.0, 0.0, 0.0], [0.0, 0.0, 0.0], [0.0, 0.0, 0.0], [0.0, 0.0, 0.0], [0.0, 0.0, 0.0], [0.0, 0.0, 0.0], [0.0, 0.0, 0.0], [-0.1, 0.0, 0.0], [0.0, 0.0, 0.0], [0.1, 0.0, 0.0], [0.0, 0.0, 0.0], [0.0, 0.0, 0.0], [0.0, 0.0, 0.0], [0.0, 0.0, 0.0], [0.0, 0.0, 0.0], [0.0, 0.0, 0.0], [0.0, 0.0, 0.0], [0.0, 0.0, 0.0], [0.0, 0.0, 0.0]], "lowdin_charge": [1.356, -0.018, -0.126, -0.014, -0.360, -0.013, -0.248, -0.011, -0.038, -0.008, -0.144, -0.009, -0.045, -0.046, -0.283, 0.021, -0.355, -0.106, -0.022, -0.024, -0.156, -0.058, -0.047, -0.073, -0.132, -0.039, -0.040, 0.105, 0.099, 0.100, 0.110, 0.060, 0.108, 0.129, 0.119, 0.125, 0.125, 0.119, 0.131, 0.093, 0.102, 0.103, 0.060, 0.110, 0.106, 0.082, 0.105, 0.009, 0.100, 0.067, 0.094, 0.101, 0.097, 0.065, 0.084, 0.023, 0.106, 0.090, -0.652, 0.068, 0.100, 0.173, -0.156, -0.065, -0.218, -0.007, -0.048, -0.050, 0.011, -0.168, 0.180, 0.075, 0.102, 0.116, 0.118, 0.124, 0.650, -0.851, 0.029, -0.107, -0.107, 0.029, 0.142, 0.124, 0.122, 0.124, 0.122, 0.133]}